w | Entry from the OMol25 dataset: C4H11NP2 in the gas phase (the ωB97M-V functional and the def2-TZVPD basis).

Geometry as XYZ:
```
18
Properties=species:S:1:pos:R:3:mulliken_charge:R:1
C -1.63994 -2.96951 1.47501 -1.01
C -0.97637 -2.35690 0.24599 -0.50
P 0.01243 -0.88273 0.88559 -0.14
N 0.76437 -0.30912 -0.32102 0.03
P 2.05868 0.64154 -0.69270 -0.06
C 1.54605 2.35338 -0.08153 -0.54
C 0.46517 2.92404 -1.01933 -0.93
H -1.32860 -3.95009 1.87914 0.28
H -1.66486 -2.36267 2.34558 0.36
H -2.70459 -3.11643 1.18400 0.27
H -1.82741 -2.09427 -0.42450 0.29
H -0.40705 -3.02041 -0.32021 0.42
H 1.56578 0.77730 -2.00924 0.01
H 1.16958 2.12207 0.89368 0.30
H 2.47590 2.92863 -0.06745 0.36
H -0.54022 2.81109 -0.61465 0.26
H 0.66928 3.93883 -1.21072 0.33
H 0.36181 2.56527 -2.14766 0.26
```

As for the orbital gap: 8.1 eV. Its SMILES is CC/P=N/PCC. As for the multiplicity: 1.

x | Entry from the OMol25 dataset: C4H11NP2 in the gas phase (the ωB97M-V functional and the def2-TZVPD basis).

Geometry as XYZ:
```
18
Properties=species:S:1:pos:R:3:mulliken_charge:R:1
C -1.39187 0.90445 -1.86427 -0.81
C -0.52502 -0.30235 0.59555 -0.38
C -0.01075 -0.07595 1.99974 -1.10
C 1.80931 -0.18790 -0.15477 -0.77
N 0.48338 -0.75313 -0.34586 0.11
P -1.33246 1.23763 -0.13919 0.01
P 0.01159 -1.32932 -1.81429 0.00
H -2.41278 0.80748 -2.11745 0.29
H -0.99440 1.57276 -2.63088 0.30
H -1.19395 -1.10336 0.70397 0.57
H 0.28921 0.90851 2.38997 0.30
H 0.85742 -0.81958 2.16528 0.28
H -0.98622 -0.32618 2.66635 0.32
H 2.48690 -0.16377 -1.09484 0.28
H 1.68698 0.73449 0.33516 0.33
H 2.44129 -0.93353 0.57814 0.22
H -0.03376 1.86510 0.06905 0.00
H -1.18487 -2.03534 -1.34167 0.04
```

As for the orbital gap: 8.2 eV. As for the multiplicity: 1.

Stability check: which of them is least stable? x.

w | Entry from the OMol25 dataset: 3 unconnected molecules or ions with the total composition C6H16N4O2 (the ωB97M-V functional and the def2-TZVPD basis).

Geometry as XYZ:
```
28
Properties=species:S:1:pos:R:3:mulliken_charge:R:1
N -1.83370 -0.37151 1.34128 -0.39
N -1.80569 -1.41334 0.97622 0.88
O -1.69503 -2.52733 0.75471 -0.52
C -1.41769 -1.75172 -2.58469 -0.77
C -0.55183 -0.80204 -2.23315 0.00
N 0.35888 -0.80374 -1.15198 0.15
C 1.51259 0.08224 -1.14930 -0.76
C 1.35139 0.72421 0.23896 -0.52
N 0.27486 1.65543 0.39831 -0.33
C 0.21008 2.10512 1.74240 -0.26
C -0.83889 3.22541 1.81923 -1.24
H -1.65054 -2.72187 -1.99594 0.17
H -2.05815 -1.67882 -3.50088 0.23
H -0.58393 0.21361 -2.74160 0.21
H 0.47483 -1.68111 -0.67845 0.08
H 2.61635 -0.33048 -1.09536 0.24
H 1.43369 0.94494 -1.89070 0.35
H 1.38341 -0.10790 0.94409 0.37
H 2.41674 1.26374 0.58502 0.32
H -0.52751 1.13004 0.11297 0.22
H 1.27578 2.30003 1.89239 0.45
H -0.02728 1.37890 2.61474 0.22
H -1.83399 2.75216 1.74710 0.27
H -0.88857 3.90025 2.74402 0.34
H -0.58769 3.94481 1.11107 0.37
O 0.73567 -3.51848 -0.05547 -0.61
H 1.66821 -3.55189 -0.36933 0.27
H 0.58803 -4.36066 0.42435 0.27
```

As for the orbital gap: 8.3 eV. Its SMILES is N#[N+][O-].C=CNCCNCC.O. As for the multiplicity: 1.

x | Entry from the OMol25 dataset: 2 unconnected molecules or ions with the total composition C6H16N4O2 (the ωB97M-V functional and the def2-TZVPD basis).

Geometry as XYZ:
```
28
Properties=species:S:1:pos:R:3:mulliken_charge:R:1
C -2.11046 -1.73704 0.04064 -1.00
C -0.80532 -2.12034 0.63965 0.00
C 0.36761 -1.65100 -0.07917 -1.24
C -0.10965 0.40307 -1.21728 -0.12
C -0.96828 1.52863 -0.73066 -0.38
C -0.37844 2.82966 -0.26141 -0.43
H -1.73138 -1.87346 -1.06675 0.39
H -2.99994 -2.16634 0.58677 0.34
H -2.32730 -0.62236 0.29959 0.01
H -0.50753 -3.18446 0.65315 0.32
H -0.71288 -1.75765 1.75987 0.23
H 0.74806 -1.93671 -1.18010 0.35
H 1.15639 -2.28460 0.52639 0.36
H -0.96725 -0.45103 -1.47667 0.14
H 0.66737 0.57961 -1.98045 0.41
H -1.40029 1.97729 -1.70604 0.23
H -1.72489 1.19075 0.17403 -0.16
H -1.21791 3.72095 -0.24953 0.28
H 0.42716 3.22083 -1.07463 0.30
H -0.56910 1.80868 1.89039 0.29
H 0.92711 1.55864 1.05132 0.35
H 3.62087 -0.64479 2.04572 0.32
N 0.59121 -0.34027 -0.04433 0.88
N 0.13897 2.38105 1.14896 -0.77
N 1.76514 -0.03621 0.27065 0.18
N 3.03305 -0.22858 -0.23728 -0.20
O 2.05214 0.33177 1.66434 -0.64
O 3.03553 -0.49606 -1.44717 -0.43
```

As for the orbital gap: 5.9 eV. As for the multiplicity: 1.

Stability check: which of them is least stable? x.

w | Entry from the OMol25 dataset: C2H5N3 in the gas phase (the ωB97M-V functional and the def2-TZVPD basis).

Geometry as XYZ:
```
10
Properties=species:S:1:pos:R:3:mulliken_charge:R:1
C 1.94868 0.10228 -0.10045 -0.60
N 0.82968 -0.83152 -0.16995 -0.37
C -0.32297 -0.60793 0.06122 0.40
N -1.40331 -0.62464 0.56858 -0.17
N -2.63257 -0.20399 0.01689 -0.49
H 2.90243 -0.34943 -0.57784 0.22
H 1.78071 1.13323 -0.53752 0.24
H 2.10340 0.39506 0.98104 0.27
H -2.84350 0.66993 0.56240 0.27
H -2.36254 0.31701 -0.80436 0.23
```

As for the orbital gap: 9.6 eV. Its SMILES is CN=C=NN. As for the multiplicity: 1.

x | Entry from the OMol25 dataset: 2 unconnected molecules or ions with the total composition C2H5N3 (the ωB97M-V functional and the def2-TZVPD basis).

Geometry as XYZ:
```
10
Properties=species:S:1:pos:R:3:mulliken_charge:R:1
C 0.37983 0.38461 0.09453 0.13
C 0.79732 0.84714 1.45897 -0.86
N -1.46986 -1.66933 -1.71507 -0.16
N -0.82112 0.23389 -0.16647 -0.42
N -1.10220 -0.56774 -1.93092 -0.11
H 1.20101 0.17720 -0.59879 0.33
H 1.37731 0.05383 1.93099 0.26
H -0.07919 1.05853 2.06611 0.28
H 1.42044 1.73654 1.38565 0.28
H -1.70354 -2.25468 -2.52501 0.27
```

As for the orbital gap (spin up / spin down): 9.0 / 8.9 eV. As for the multiplicity: 1.

y | Entry from the OMol25 dataset: 2 unconnected molecules or ions with the total composition C2H5N3 (the ωB97M-V functional and the def2-TZVPD basis).

Geometry as XYZ:
```
10
Properties=species:S:1:pos:R:3:mulliken_charge:R:1
N 4.10772 -0.63442 0.12713 -0.40
C 3.16715 -0.00507 0.02527 0.30
N 2.25411 0.89691 -0.06180 -0.44
H 1.31400 0.70408 -0.40455 0.36
H 2.17762 1.63934 0.65865 0.25
C -1.46291 -0.58094 0.15204 -0.31
N -0.40592 -0.38130 -0.49190 -0.45
H -1.60318 -0.16570 1.06592 0.26
H -2.39767 -1.07139 -0.01405 0.24
H -0.45194 -1.01263 -1.27043 0.18
```

As for the orbital gap: 10.1 eV. Its SMILES is N#CN.C=N. As for the multiplicity: 1.

z | Entry from the OMol25 dataset: 2 unconnected molecules or ions with the total composition C2H5N3 (the ωB97M-V functional and the def2-TZVPD basis).

Geometry as XYZ:
```
10
Properties=species:S:1:pos:R:3:mulliken_charge:R:1
C 1.37715 -1.33750 -0.77499 -0.52
C -1.06365 0.46569 0.71879 -0.07
H 1.71504 -1.15138 -1.76148 0.31
H 1.82426 -1.60370 0.21293 0.33
H 0.12889 -1.16803 1.24129 0.25
H -1.61824 0.41946 1.58218 0.43
H -1.04762 1.40311 -1.10650 0.30
N 0.68337 -0.18468 -0.53821 -0.22
N 0.43660 0.14792 0.75986 -0.33
N -1.53187 1.08410 -0.19754 -0.48
```

As for the orbital gap: 9.4 eV. As for the multiplicity: 1.

Stability check: which of them is least stable? z.

w | Entry from the OMol25 dataset: a molecular structure, C5H9N3 (the ωB97M-V functional and the def2-TZVPD basis).

Geometry as XYZ:
```
17
Properties=species:S:1:pos:R:3:mulliken_charge:R:1
C 2.35580 1.63519 -1.34957 0.05
C 1.34090 3.62514 -1.89693 -0.12
C 0.99850 1.63476 -1.56129 0.21
C -0.09870 -0.72821 -0.02306 -0.43
C -0.93757 -0.84396 0.99444 0.01
N 2.49138 2.86362 -1.76975 -0.19
N 0.37865 2.80272 -1.65890 0.10
N -1.20123 -2.10513 1.84920 -0.41
H 3.04289 0.87540 -1.17053 0.42
H 1.25209 4.71071 -1.87469 0.37
H 0.47786 -1.50467 -0.47599 0.35
H 0.03334 0.38927 -0.27692 -0.08
H -1.60650 0.00866 1.32452 0.30
H -0.52323 3.14909 -1.60344 0.18
H -0.44785 -2.82009 1.81847 0.38
H -2.17082 -2.53047 1.67452 0.41
H -1.31653 -1.80609 2.89512 0.44
```

As for the orbital gap (spin up / spin down): 7.6 / 8.0 eV. Its total charge is +2. As for the multiplicity: 1.

x | Entry from the OMol25 dataset: a gas-phase ion, C5H9N3 (charge +2) (the ωB97M-V functional and the def2-TZVPD basis).

Geometry as XYZ:
```
17
Properties=species:S:1:pos:R:3:mulliken_charge:R:1
C 1.06227 0.81709 1.50294 -0.21
C -0.90276 -0.37030 0.72888 0.40
C -0.42890 0.35748 1.85275 -0.38
C 0.38896 0.60670 -2.00778 -0.26
C 1.06966 -0.67439 -1.64183 -0.33
N 1.41472 0.65215 0.29500 -0.72
N -1.99410 -0.84660 0.32266 -0.24
N 0.57163 0.21491 -0.59462 0.65
H 1.71361 1.21898 2.20077 0.52
H -0.00907 -0.34072 2.79636 0.39
H -1.03147 1.21643 2.10407 0.38
H 0.94270 1.45345 -2.24334 0.31
H -0.61917 0.50881 -2.17292 0.23
H 0.49612 -1.54997 -1.98018 0.26
H 2.16925 -0.85639 -1.58775 0.30
H -2.74747 -1.21956 1.07409 0.40
H -2.09598 -1.18808 -0.64911 0.29
```

As for the orbital gap: 9.5 eV. Its total charge is +2. As for the multiplicity: 1.

Stability check: which of them is least stable? x.

w | Entry from the OMol25 dataset: 3 unconnected molecules or ions with the total composition C7H13N3O5 (the ωB97M-V functional and the def2-TZVPD basis).

Geometry as XYZ:
```
28
Properties=species:S:1:pos:R:3:mulliken_charge:R:1
C 1.54473 0.99915 -0.48579 0.45
C 0.38910 0.29192 0.21791 0.37
C 2.92085 0.55629 -0.05586 -1.03
C 3.30602 -0.88636 -0.34542 0.06
C -2.04317 -0.18962 0.46096 0.21
C -2.36040 -1.55080 -0.20120 0.36
C -3.24837 0.75105 0.45642 -0.66
H 0.64590 2.70610 -1.23013 0.31
H 2.39401 3.11432 0.62964 0.28
H 1.30533 0.88388 -1.65970 0.37
H 3.59719 1.36662 -0.51761 0.33
H 2.95531 0.80232 1.00173 0.56
H 3.18078 -2.74515 0.48394 0.24
H 1.79944 -1.56393 1.07715 0.32
H -0.94070 0.67279 -1.16926 0.29
H -1.76379 -0.48270 1.52810 0.37
H -2.69330 1.71122 0.90681 0.29
H -3.97634 0.27225 1.29022 0.27
H -4.36531 0.36634 -1.22277 0.36
H -1.77480 -3.36727 -0.07889 0.38
N 1.21158 2.24585 0.01692 -0.72
N 2.69460 -1.69170 0.53705 -0.36
N -0.93647 0.28792 -0.17285 -0.04
O 0.68193 -0.25105 1.32084 -0.85
O 4.06101 -1.22630 -1.27116 -0.65
O -3.28558 -1.76918 -1.00322 -0.60
O -3.81070 1.14771 -0.79256 -0.52
O -1.48884 -2.45170 0.27872 -0.40
```

As for the orbital gap: 8.6 eV. As for the multiplicity: 1.

x | Entry from the OMol25 dataset: C7H13N3O5 in the gas phase (the ωB97M-V functional and the def2-TZVPD basis).

Geometry as XYZ:
```
28
Properties=species:S:1:pos:R:3:mulliken_charge:R:1
N -3.29745 1.74638 0.18501 -0.34
C -2.51540 1.12672 1.13037 0.35
O -2.92220 0.49995 2.05375 -0.60
C -1.01891 1.41183 1.02587 -0.84
C -0.42422 1.40135 -0.41676 0.31
N -1.01322 2.40253 -1.29737 -0.61
C -0.52674 0.13486 -1.18128 0.03
O -1.17060 0.18370 -2.27953 -0.75
N 0.24952 -0.93650 -0.84030 -0.08
C 1.46185 -1.13007 0.02637 -0.29
C 1.05121 -2.18802 1.07170 -0.47
O 2.25502 -2.36781 1.85080 -0.55
C 2.48215 -1.39607 -1.07225 0.57
O 2.34560 -1.46813 -2.28416 -0.54
O 3.72192 -1.40636 -0.56845 -0.53
H -4.21973 1.48729 0.06577 0.19
H -2.91530 2.28943 -0.59955 0.26
H -1.00501 2.41226 1.33113 0.40
H -0.36497 0.85365 1.61349 0.34
H 0.68923 1.50705 -0.27041 0.52
H -0.37217 3.14235 -1.40386 0.20
H -1.64605 2.09246 -1.97297 0.25
H 0.23759 -1.57091 -1.59723 0.35
H 1.84474 -0.24182 0.53582 0.44
H 0.13562 -2.05268 1.73619 0.32
H 0.85857 -3.10586 0.47284 0.34
H 2.43857 -3.23184 2.20854 0.30
H 3.64038 -1.59573 0.47646 0.44
```

As for the orbital gap: 9.4 eV. Its SMILES is NC(=O)C[C@H](N)C(=O)N[C@@H](CO)C(=O)O. As for the multiplicity: 1.

Stability check: which of them is least stable? w.

w | Entry from the OMol25 dataset: C7H10N2 in the gas phase (the ωB97M-V functional and the def2-TZVPD basis).

Geometry as XYZ:
```
19
Properties=species:S:1:pos:R:3:mulliken_charge:R:1
C 0.48208 -0.36919 2.88345 -1.18
C -0.30880 -0.50960 1.61580 -0.27
N -1.45822 -1.20097 1.62318 0.42
N -2.20900 -1.08038 0.51544 -1.05
C -1.35895 -0.51801 -0.35091 -0.16
C -0.18109 -0.05154 0.33540 0.39
C -0.37729 0.22213 -1.11486 1.41
C 0.52381 -0.60412 -2.13750 -1.23
C -0.78732 1.64781 -1.44336 -1.25
H 0.72923 0.73304 3.11935 0.26
H -0.10570 -0.89444 3.68344 0.31
H 1.43106 -0.77612 2.67852 0.29
H -1.86152 -1.66610 2.35388 0.13
H 0.15792 -1.63722 -2.08080 0.35
H 1.49300 -0.77094 -1.55039 0.30
H 0.50751 -0.14642 -3.16213 0.36
H -1.78078 1.81297 -0.96344 0.34
H -0.74704 1.92853 -2.52736 0.34
H -0.28417 2.57083 -0.91820 0.24
```

As for the orbital gap: 9.6 eV. Its SMILES is Cc1[nH]nc2c1C2(C)C. As for the multiplicity: 1.

x | Entry from the OMol25 dataset: C7H10N2 in the gas phase (the ωB97M-V functional and the def2-TZVPD basis).

Geometry as XYZ:
```
19
Properties=species:S:1:pos:R:3:mulliken_charge:R:1
H -0.77804 1.57693 -2.52277 0.24
N 0.03174 1.42512 -1.90843 -0.85
C 0.12908 0.30079 -1.19597 0.76
C -0.53565 -0.92849 -1.77946 -0.74
C -1.49582 -1.21716 -0.53978 -0.44
C -1.17238 -0.99573 0.72844 -0.37
C 0.16663 -0.55172 1.08564 0.16
C 0.33082 0.90065 1.86602 -0.68
C 1.69839 0.96294 0.61016 -0.64
N 1.25760 -0.12398 -0.24281 -0.44
H 0.33908 -1.68470 -1.97515 0.24
H -0.95643 -0.59193 -2.69001 0.40
H -2.48925 -1.53158 -0.91217 0.34
H -1.87339 -1.21225 1.60453 0.28
H 0.90157 -1.13289 1.65775 0.41
H 0.66942 0.57673 3.06462 0.28
H -0.49421 1.74083 1.90949 0.29
H 1.49152 1.79311 0.11114 0.51
H 2.77933 0.69334 1.12875 0.25
```

As for the orbital gap: 9.7 eV. Its SMILES is [H]/N=C1\CC=C[C@@H]2CCN12. As for the multiplicity: 1.

y | Entry from the OMol25 dataset: C7H10N2 in the gas phase (the ωB97M-V functional and the def2-TZVPD basis).

Geometry as XYZ:
```
19
Properties=species:S:1:pos:R:3:mulliken_charge:R:1
C -0.69033 -1.32473 0.54093 -1.18
C -1.60867 -0.09629 0.15032 -0.30
N -1.15316 1.27020 0.61483 -0.55
C -0.15100 1.46398 -0.55203 -0.13
C -0.80447 0.09775 -1.25174 -0.46
C 0.11239 -1.08196 -0.71233 0.25
N 1.49725 -0.37650 -0.84785 -0.51
C 1.92570 -0.22525 0.76625 -0.43
C 1.29299 0.98709 -0.14769 -0.12
H -0.53455 -1.17306 1.56256 0.44
H -1.37909 -2.08681 0.17360 0.27
H -2.61323 -0.15731 0.17089 0.59
H -0.90688 1.28140 1.57364 0.25
H -0.14095 2.52425 -0.69786 0.44
H -1.06353 -0.21518 -2.30828 0.36
H 0.00475 -2.12001 -1.15841 0.34
H 2.91945 -0.03926 0.99851 0.38
H 1.27572 -0.47573 1.73615 0.12
H 2.01761 1.74742 -0.61148 0.24
```

As for the orbital gap: 9.6 eV. Its SMILES is C1[C@H]2N[C@@H]3[C@H]2[C@H]1N1C[C@H]31. As for the multiplicity: 1.

Stability check: which of them is least stable? y.